No. 1
{
  "formula": "C36H61N5O17PS",
  "method": "ωB97M-V/def2-TZVPD",
  "total_charge": 1,
  "e_homo_ev": -9.92,
  "orbital_gap_ha": 0.2106,
  "lumo_ev": -4.2,
  "energy_ha": -3700.2868,
  "symbols": ["C", "C", "C", "O", "O", "C", "C", "N", "C", "C", "C", "S", "C", "N", "C", "N", "C", "C", "C", "N", "C", "C", "C", "C", "C", "C", "C", "O", "P", "N", "O", "O", "H", "H", "H", "H", "H", "H", "H", "H", "H", "H", "H", "H", "H", "H", "H", "H", "H", "H", "H", "H", "H", "H", "H", "H", "H", "H", "H", "H", "H", "H", "H", "H", "H", "H", "H", "H", "H", "C", "C", "C", "O", "C", "O", "O", "H", "H", "H", "H", "H", "H", "C", "C", "C", "O", "C", "O", "O", "H", "H", "H", "H", "H", "H", "C", "C", "C", "O", "C", "O", "O", "H", "H", "H", "H", "H", "H", "C", "C", "C", "O", "C", "O", "O", "H", "H", "H", "H", "H", "H"],
  "xyz": [[4.17089, -2.02860, 8.16646], [3.07231, -2.90685, 7.36215], [2.38662, -2.06862, 6.15519], [1.88187, -0.94884, 6.41771], [2.36079, -2.59291, 4.82566], [2.31440, -1.52246, 3.83798], [2.54430, -2.21864, 2.38830], [3.70257, -1.64830, 1.62957], [3.62218, -1.92810, 0.15771], [2.83340, -0.72704, -0.58964], [3.82629, 0.37015, -1.24029], [4.98213, -0.31409, -2.52137], [5.00310, -2.14790, 2.17022], [5.21492, -3.45206, 2.05807], [6.48682, -4.06334, 2.53966], [5.90628, -1.13836, 2.70889], [7.12799, -0.88778, 1.88319], [7.58043, 0.65719, 1.81275], [6.36637, 1.66493, 1.46856], [6.70732, 3.06000, 1.88061], [6.57324, 3.26943, 3.35223], [5.30877, 4.17157, 3.75417], [5.54317, 5.20423, 4.91522], [4.34697, 6.13066, 5.30421], [2.95524, 6.05128, 4.59896], [2.70780, 4.99545, 3.47169], [3.91645, 4.07065, 3.07186], [3.65179, 3.12513, 2.01945], [6.19601, -1.24405, 4.43067], [5.66454, 0.13354, 5.07382], [5.36767, -2.50144, 5.22827], [7.89498, -1.28613, 4.77960], [4.09566, -2.37752, 9.26447], [3.95920, -0.90984, 8.15927], [5.24759, -2.26845, 7.84136], [3.65506, -3.78649, 6.88839], [2.26313, -3.31099, 8.07305], [1.23866, -1.11340, 3.85410], [3.08596, -0.70044, 4.01919], [1.60289, -1.97654, 1.76648], [2.62271, -3.35615, 2.52585], [3.05302, -2.90082, -0.07833], [4.68147, -2.07231, -0.26486], [2.24835, -0.16836, 0.23346], [2.13900, -1.18732, -1.36836], [4.42972, 0.87058, -0.39543], [3.17843, 1.18979, -1.70940], [6.23921, -0.38494, -1.90436], [4.50436, -4.08792, 1.64202], [6.49430, -5.15048, 2.14388], [6.52040, -4.17503, 3.68881], [7.43634, -3.57981, 2.13892], [8.05940, -1.48292, 2.19553], [6.88929, -1.23434, 0.80706], [8.35441, 0.78057, 0.96376], [8.12281, 0.96809, 2.78189], [6.27602, 1.69150, 0.31432], [5.37357, 1.27610, 1.88580], [6.03693, 3.65861, 1.37269], [6.59094, 2.24445, 3.87668], [7.50916, 3.82794, 3.74249], [6.57101, 5.24864, 5.39886], [4.53784, 6.89842, 6.13517], [2.08245, 6.74082, 4.88901], [1.72183, 4.89635, 2.91427], [3.12161, 2.41631, 2.45428], [6.44303, 0.63671, 5.52261], [6.03893, -3.14511, 5.56158], [8.01671, -1.54915, 5.72967], [-1.65566, -1.73878, -3.66498], [-1.84922, -1.66620, -2.15832], [-2.35630, -0.34627, -1.65693], [-1.84188, -0.30787, -0.32551], [-0.71176, -1.05983, -0.32551], [0.08824, -1.08662, 0.57305], [-0.59658, -1.77716, -1.47599], [-0.61448, -1.93512, -3.93074], [-2.26279, -2.54665, -4.08220], [-1.97347, -0.82105, -4.16518], [-2.48342, -2.49239, -1.81892], [-3.44104, -0.29331, -1.65065], [-1.96014, 0.51291, -2.20326], [-7.26720, -1.21101, -5.97056], [-6.05259, -1.35644, -5.06913], [-6.37396, -1.56898, -3.61999], [-5.22336, -1.03428, -2.96852], [-4.71669, -0.08134, -3.79977], [-3.86779, 0.71122, -3.48658], [-5.29800, -0.14056, -5.02660], [-7.28799, -0.23537, -6.46916], [-7.25202, -1.97941, -6.74713], [-8.20447, -1.34191, -5.42214], [-5.39079, -2.14170, -5.45070], [-6.50165, -2.62379, -3.37170], [-7.25178, -1.01307, -3.27784], [-5.16122, 4.79007, -7.22668], [-6.20373, 3.91019, -7.89846], [-7.50792, 3.81432, -7.16148], [-7.99745, 2.54140, -7.56944], [-6.90566, 1.78389, -7.86795], [-6.93208, 0.59868, -8.05301], [-5.78021, 2.54634, -7.92381], [-4.26459, 4.22545, -6.96236], [-4.85974, 5.59537, -7.90129], [-5.54722, 5.26965, -6.32349], [-6.35425, 4.22769, -8.93591], [-8.20599, 4.60412, -7.44414], [-7.39745, 3.80758, -6.07253], [-10.90758, 0.26736, -2.03062], [-11.10928, -1.03902, -2.78268], [-11.84592, -2.09570, -2.01126], [-11.34924, -3.29876, -2.58767], [-10.09847, -3.02115, -3.04795], [-9.30993, -3.84633, -3.41178], [-9.85796, -1.68013, -3.03673], [-9.84853, 0.49822, -1.89655], [-11.35963, 1.09301, -2.58600], [-11.38624, 0.25509, -1.04812], [-11.58395, -0.84773, -3.75108], [-12.92765, -2.02623, -2.13739], [-11.61033, -2.10364, -0.94239]]
}

***

No. 2
{
  "formula": "C36H61NO27",
  "method": "ωB97M-V/def2-TZVPD",
  "total_charge": 0,
  "smiles": "C[C@H]1COC(=O)O1.C[C@H]1COC(=O)O1.C[C@H]1COC(=O)O1.C[C@H]1COC(=O)O1.C[C@H]1COC(=O)O1.COC(=O)OC.COC(=O)OC.COC(=O)OC.COC(=O)OC.CCCC#N",
  "e_homo_ev": -9.65,
  "orbital_gap_ha": 0.3695,
  "e_above_lowest_kcal_mol": 0.0,
  "lumo_ev": 0.4,
  "energy_ha": -3494.4119,
  "symbols": ["C", "C", "C", "O", "C", "O", "O", "H", "H", "H", "H", "H", "H", "C", "C", "C", "O", "C", "O", "O", "H", "H", "H", "H", "H", "H", "C", "C", "C", "O", "C", "O", "O", "H", "H", "H", "H", "H", "H", "C", "C", "C", "O", "C", "O", "O", "H", "H", "H", "H", "H", "H", "C", "C", "C", "O", "C", "O", "O", "H", "H", "H", "H", "H", "H", "C", "O", "C", "O", "O", "C", "H", "H", "H", "H", "H", "H", "C", "O", "C", "O", "O", "C", "H", "H", "H", "H", "H", "H", "C", "O", "C", "O", "O", "C", "H", "H", "H", "H", "H", "H", "C", "O", "C", "O", "O", "C", "H", "H", "H", "H", "H", "H", "C", "C", "C", "C", "N", "H", "H", "H", "H", "H", "H", "H"],
  "xyz": [[1.91245, -0.67462, 5.06422], [0.77045, 0.32138, 5.41022], [0.09645, 1.02438, 4.23722], [-1.29555, 0.88838, 4.60422], [-1.49155, 0.10138, 5.60122], [-2.58255, -0.26462, 6.05022], [-0.31055, -0.37662, 5.99022], [1.85645, -1.23162, 4.13922], [2.05145, -1.45862, 5.83622], [2.87245, -0.10362, 5.08222], [1.14045, 1.05938, 6.19322], [0.21945, 0.49138, 3.29822], [0.42645, 2.02438, 4.10122], [-5.94955, -0.37062, -3.68678], [-5.28955, -0.99062, -2.46678], [-5.83155, -2.23762, -1.71878], [-4.73655, -3.10662, -1.71278], [-3.74555, -2.67262, -2.35678], [-2.75755, -3.37162, -2.49478], [-4.03655, -1.48162, -2.85178], [-5.59055, 0.62938, -3.85978], [-7.09055, -0.15462, -3.53078], [-5.87955, -0.99462, -4.55778], [-5.22255, -0.13162, -1.81278], [-6.66955, -2.59062, -2.26778], [-6.27355, -2.08562, -0.74378], [-5.13455, -0.02362, 3.78422], [-4.23855, -0.03562, 2.56622], [-4.49755, -1.19562, 1.54422], [-4.31955, -0.55662, 0.32522], [-4.34655, 0.72538, 0.44922], [-4.28655, 1.61438, -0.42378], [-4.47855, 1.04738, 1.76122], [-5.04355, -0.98562, 4.30422], [-6.16655, 0.30938, 3.69522], [-4.77755, 0.64738, 4.55422], [-3.22355, -0.11062, 2.93422], [-5.51555, -1.59362, 1.53222], [-3.80255, -1.95562, 1.45322], [1.93145, 0.38538, -2.53178], [2.28845, -0.15262, -3.91478], [1.32645, -1.19262, -4.49778], [0.88345, -0.63662, -5.71978], [1.47645, 0.53038, -5.80078], [1.24445, 1.30138, -6.68778], [2.26245, 0.89038, -4.82278], [2.72045, 1.11638, -2.13378], [1.70945, -0.44262, -1.84378], [1.03145, 0.95138, -2.73278], [3.31045, -0.63862, -3.86378], [0.42045, -1.23262, -3.94478], [1.77245, -2.16662, -4.62178], [-2.20455, 5.05238, -2.66378], [-2.46855, 3.57738, -2.36378], [-3.67555, 3.13938, -3.24178], [-3.11855, 2.08438, -4.06378], [-1.88755, 1.82338, -3.72878], [-1.13155, 0.99338, -4.27678], [-1.44455, 2.61438, -2.73378], [-1.81855, 5.19038, -3.72178], [-1.49355, 5.41538, -1.91878], [-3.08255, 5.70138, -2.68778], [-2.69155, 3.54538, -1.32378], [-3.98555, 3.87538, -3.99378], [-4.59255, 2.75938, -2.79278], [0.11945, -4.06762, -0.45078], [1.03645, -4.86362, -1.21278], [2.09245, -4.33662, -1.73578], [2.42045, -2.96062, -1.51878], [2.78545, -5.09462, -2.59078], [3.93645, -4.56262, -3.25378], [-0.40255, -4.70762, 0.24622], [-0.52055, -3.56962, -1.20078], [0.62445, -3.32762, 0.16122], [4.34645, -3.83962, -2.64778], [3.68045, -4.12162, -4.19478], [4.61145, -5.35162, -3.42078], [-1.53255, -0.37862, -1.38478], [-1.47955, -1.45462, -0.46578], [-1.34655, -1.22162, 0.81422], [-1.22455, 0.05238, 1.35022], [-1.30355, -2.31962, 1.49922], [-1.27855, -2.35362, 2.91922], [-1.14955, -0.69762, -2.31378], [-0.96455, 0.52838, -1.08778], [-2.54855, -0.03862, -1.49478], [-1.06655, -3.37662, 3.23622], [-2.26055, -2.09162, 3.26722], [-0.47255, -1.73262, 3.39822], [5.01345, 4.06738, -1.33078], [3.79745, 3.34338, -1.27778], [2.65745, 3.90938, -0.77578], [2.64645, 5.23638, -0.20178], [1.59945, 3.15638, -0.83578], [0.42945, 3.54738, -0.24778], [4.85445, 5.04238, -1.77478], [5.67645, 3.57038, -2.00678], [5.41945, 4.16938, -0.35078], [0.61045, 3.94438, 0.78822], [-0.27955, 2.71238, -0.16678], [0.02445, 4.38938, -0.80078], [4.67045, 3.63238, 2.18822], [4.43945, 2.34538, 1.59422], [3.25245, 1.75338, 1.72822], [2.07245, 2.27538, 2.35122], [3.35045, 0.60338, 1.15322], [2.23845, -0.15462, 0.99322], [4.08945, 3.82938, 3.08822], [4.18045, 4.35938, 1.53722], [5.69445, 3.88538, 2.43522], [1.96645, -0.47062, 1.97722], [2.43145, -1.05162, 0.47422], [1.39045, 0.45438, 0.58522], [4.89345, -1.03462, 3.30422], [5.10745, -2.57862, 3.28022], [4.43745, -3.14562, 2.04522], [2.95745, -3.03462, 2.16922], [1.83945, -3.04062, 2.26822], [5.42345, -0.61962, 2.51222], [5.26245, -0.68262, 4.24922], [3.84245, -0.66462, 3.18622], [4.71345, -3.02462, 4.22022], [6.17345, -2.66562, 3.21722], [4.71545, -4.18262, 1.95822], [4.76145, -2.60262, 1.14822]]
}

***

No. 3
{
  "formula": "C36H62BBrN5O3SSi4W",
  "method": "ωB97M-V/def2-TZVPD",
  "total_charge": 1,
  "e_homo_ev": [-9.49, -9.50],
  "orbital_gap_ha": [0.2169, 0.2171],
  "lumo_ev": [-3.6, -3.6],
  "energy_ha": -6130.4690,
  "symbols": ["W", "C", "C", "N", "C", "C", "S", "C", "C", "N", "H", "H", "H", "H", "H", "H", "H", "H", "H", "H", "H", "H", "H", "H", "Br", "C", "C", "C", "C", "C", "C", "N", "N", "C", "C", "C", "C", "O", "C", "N", "C", "C", "C", "C", "H", "H", "H", "H", "H", "H", "H", "H", "H", "C", "Si", "C", "C", "Si", "Si", "C", "C", "C", "Si", "C", "C", "C", "H", "H", "H", "H", "H", "H", "H", "H", "H", "H", "H", "H", "H", "H", "H", "H", "H", "H", "H", "H", "H", "H", "H", "H", "H", "H", "H", "C", "C", "C", "O", "B", "O", "C", "C", "C", "H", "H", "H", "H", "H", "H", "H", "H", "H", "H", "H", "H"],
  "xyz": [[-0.72986, 0.88415, 0.56938], [-1.16724, 3.72305, 1.81985], [0.19141, 3.29570, 2.31594], [0.29473, 1.82126, 2.40628], [-0.13287, 1.28591, 3.73166], [-1.58610, 0.83566, 3.69224], [-3.36299, 0.69973, 0.80898], [-3.82031, 2.42443, 0.98485], [-2.86970, 3.23948, 0.12202], [-1.45755, 3.04166, 0.53435], [-1.19645, 4.80839, 1.69041], [-1.94424, 3.45788, 2.53269], [0.41211, 3.76470, 3.27809], [0.93987, 3.62590, 1.60306], [1.28326, 1.60679, 2.29349], [0.06466, 2.02858, 4.50893], [0.50300, 0.42340, 3.94483], [-2.26007, 1.69739, 3.69098], [-1.80056, 0.28427, 4.60585], [-3.77967, 2.69267, 2.04003], [-4.84635, 2.54525, 0.63995], [-3.13861, 4.29705, 0.18841], [-2.95295, 2.93373, -0.92203], [-0.86955, 3.47421, -0.17982], [5.20274, -3.17956, -3.85005], [3.53873, -3.96609, -3.42121], [3.48192, -4.96238, -2.45909], [2.26180, -5.54890, -2.16786], [1.10435, -5.09647, -2.78852], [1.17296, -4.10459, -3.76024], [2.39891, -3.54733, -4.08718], [-0.10493, -5.81631, -2.49765], [-1.15147, -5.23409, -2.20054], [-1.17268, -3.81506, -1.97409], [-1.98172, -3.03265, -2.75657], [-2.11798, -1.65038, -2.53268], [-1.47160, -1.06647, -1.47051], [-1.52853, 0.22966, -1.17038], [-0.66556, -1.87151, -0.63328], [-0.09746, -1.21536, 0.42316], [0.59418, -1.92615, 1.28914], [0.79499, -3.30638, 1.15753], [0.24711, -3.97172, 0.09656], [-0.51362, -3.25122, -0.85112], [4.38443, -5.29542, -1.96621], [2.19875, -6.36776, -1.46222], [0.28311, -3.78693, -4.28456], [2.46585, -2.79127, -4.85684], [-2.51706, -3.49860, -3.57462], [-2.74480, -1.04631, -3.17516], [0.98893, -1.39731, 2.14635], [1.37284, -3.82683, 1.90789], [0.37469, -5.04062, -0.00689], [3.53517, 0.14948, 1.78392], [3.39406, 0.26458, -0.10227], [3.22400, -1.46023, -0.83277], [5.06050, 0.90536, -0.68389], [1.55774, 1.64416, -0.62548], [2.51041, 3.82117, -0.34605], [1.21422, 5.18239, -0.59918], [3.89262, 4.23984, -1.54610], [3.30962, 4.11866, 1.35417], [1.12597, 1.60188, -2.96242], [2.38176, 2.51136, -4.02737], [-0.52225, 2.44897, -3.31400], [1.14480, -0.15072, -3.64039], [4.36928, -0.50101, 2.06097], [2.64016, -0.25637, 2.26128], [3.73885, 1.12908, 2.22274], [3.85617, -2.17172, -0.29254], [3.58529, -1.43765, -1.86392], [2.20626, -1.85041, -0.85254], [5.81180, 0.13038, -0.50612], [5.37496, 1.80288, -0.14839], [5.06249, 1.12599, -1.75298], [0.73671, 5.09723, -1.57919], [1.70723, 6.15781, -0.56491], [0.42913, 5.20756, 0.16215], [3.58849, 4.27411, -2.58751], [4.73512, 3.55552, -1.45955], [4.25031, 5.23664, -1.27031], [2.65292, 4.59921, 2.08164], [4.15779, 4.79106, 1.20508], [3.70403, 3.20904, 1.80884], [2.27166, 3.59444, -3.96796], [2.19573, 2.22389, -5.06647], [3.41589, 2.25528, -3.79286], [-0.49900, 3.49179, -2.98058], [-1.35384, 1.93753, -2.83150], [-0.70985, 2.46455, -4.39145], [2.09827, -0.62963, -3.41100], [1.04546, -0.11040, -4.72969], [0.35322, -0.78710, -3.25496], [-4.59339, -1.90493, 0.70242], [-4.52059, -1.31369, 2.10340], [-5.86636, -1.44265, 2.79686], [-4.30167, 0.14764, 2.05405], [-1.69773, -0.06897, 2.37735], [-2.14490, -1.36709, 2.35222], [-3.34746, -1.90444, 2.93886], [-3.23379, -3.41331, 2.77393], [-3.48265, -1.56501, 4.41801], [-5.26072, -1.30892, 0.07968], [-5.00479, -2.91169, 0.76382], [-3.61870, -1.96805, 0.21657], [-6.65970, -1.13382, 2.11732], [-5.91164, -0.82069, 3.68842], [-6.04607, -2.47885, 3.08346], [-2.95658, -3.67285, 1.75348], [-4.16991, -3.91169, 3.02721], [-2.45969, -3.78800, 3.44398], [-3.74043, -0.52113, 4.58535], [-2.54739, -1.79389, 4.92889], [-4.26186, -2.18177, 4.86475]]
}